No. 1
{"formula": "C6H8AgBr4O6", "method": "wB97M-V/def2-TZVPD", "symbols": ["Ag", "C", "O", "O", "O", "C", "O", "O", "O", "Br", "C", "C", "Br", "H", "H", "H", "H", "Br", "C", "C", "Br", "H", "H", "H", "H"], "coordinates": [[0.27912, -0.86754, -0.07717], [-0.80578, -2.22292, 2.06341], [-1.01209, -3.45666, 2.35632], [0.22796, -1.62794, 2.61527], [-1.55288, -1.56334, 1.24792], [0.92991, -3.18583, -1.33067], [0.70094, -4.39696, -1.70559], [0.42159, -2.17973, -1.99391], [1.58087, -2.94506, -0.23947], [2.42675, 0.50549, 0.61036], [2.81769, 0.44309, -1.31092], [2.06603, 1.53666, -2.06907], [0.11977, 1.20501, -2.05441], [2.56420, -0.57149, -1.62976], [3.88576, 0.64359, -1.40712], [2.31093, 1.48332, -3.13072], [2.21188, 2.56533, -1.75538], [-1.47181, 2.11671, 3.30290], [-2.75455, 1.63707, 1.88438], [-2.08358, 1.94766, 0.58584], [-3.29649, 1.72375, -0.95226], [-3.60515, 2.29760, 2.03766], [-3.00008, 0.58174, 1.97590], [-1.18316, 1.34237, 0.47223], [-1.77784, 2.98809, 0.50427]], "forces_ev_per_angstrom": [[-0.97, -1.30, 0.68], [1.96, -1.70, 2.15], [-0.85, 0.80, -0.16], [-0.46, 0.64, -0.44], [-0.93, 1.16, -1.17], [-0.34, -1.91, 0.62], [0.47, 0.67, -0.47], [0.11, 0.91, -0.57], [0.40, 0.60, -0.55], [0.58, 0.35, -0.16], [-0.02, 0.81, 0.24], [-0.52, -0.87, -0.43], [0.45, 0.55, -0.31], [-0.23, 0.00, 0.00], [0.03, -0.10, -0.02], [0.12, -0.13, 0.03], [0.13, -0.14, 0.45], [-0.27, -0.16, -0.17], [-0.18, 0.30, 0.06], [0.69, 0.33, -0.17], [0.14, -0.17, 0.37], [-0.11, -0.17, 0.12], [0.29, -0.15, 0.09], [-0.35, -0.41, -0.34], [-0.13, 0.06, 0.15]], "orbital_gap_ev": 2.09, "total_charge": -3}



No. 2
{"formula": "C3H11NO", "method": "wB97M-V/def2-TZVPD", "symbols": ["C", "O", "H", "H", "H", "C", "N", "C", "H", "H", "H", "H", "H", "H", "H", "H"], "coordinates": [[1.59548, -0.87780, 1.23388], [0.28377, -0.49821, 1.70535], [2.06932, -1.37583, 2.09894], [1.66515, -1.58024, 0.38589], [2.33015, -0.08404, 0.99705], [-1.05028, 1.50720, -0.12978], [-0.14288, 0.47680, -0.61190], [-0.83648, -0.66214, -1.21597], [-0.45048, 2.34204, 0.24707], [-1.71058, 1.86798, -0.92210], [-1.60265, 1.07699, 0.70148], [0.27200, -0.13375, 0.62814], [0.64462, 0.82885, -1.15162], [-1.59921, -0.96936, -0.49335], [-0.12695, -1.48394, -1.31540], [-1.34098, -0.43457, -2.15767]], "forces_ev_per_angstrom": [[1.41, -1.18, 2.66], [2.03, 0.23, -3.33], [0.14, -0.22, -0.34], [-0.57, 0.07, 0.09], [-0.71, 0.39, -0.06], [0.64, 0.20, -0.33], [-0.02, -0.61, 0.25], [0.10, 0.29, 0.29], [-0.10, 0.03, 0.02], [-0.17, 0.01, 0.11], [-0.25, 0.09, 0.02], [-2.32, 0.75, 1.52], [-0.31, 0.09, -0.36], [0.03, -0.08, -0.13], [-0.02, -0.10, -0.27], [0.10, 0.03, -0.12]], "orbital_gap_ev": [3.07, 9.65], "total_charge": -1, "spin_multiplicity": 2}



No. 3
{"formula": "C30H42F5N2O14P3Si", "method": "wB97M-V/def2-TZVPD", "symbols": ["C", "C", "P", "O", "C", "O", "C", "C", "C", "C", "C", "C", "C", "O", "N", "C", "O", "F", "N", "C", "O", "F", "C", "O", "F", "C", "F", "F", "C", "C", "Si", "C", "C", "C", "C", "C", "C", "C", "C", "H", "H", "H", "H", "H", "H", "H", "H", "H", "H", "H", "H", "H", "H", "H", "H", "H", "H", "H", "H", "H", "H", "H", "H", "C", "O", "P", "O", "O", "C", "O", "C", "H", "H", "H", "H", "H", "H", "H", "H", "H", "C", "O", "P", "O", "O", "C", "O", "C", "H", "H", "H", "H", "H", "H", "H", "H", "H"], "coordinates": [[1.76924, -0.38348, 3.88802], [1.70994, 0.31751, 2.75601], [0.41149, 0.07939, 1.52407], [1.19659, -1.27669, 0.74383], [2.53628, -1.47819, 0.84957], [2.95802, -2.37127, 1.53054], [3.53221, -0.71706, 0.00743], [3.59898, -1.10343, -1.32768], [4.44172, -0.47995, -2.23588], [5.23508, 0.56594, -1.76854], [5.19266, 0.92900, -0.43431], [4.35017, 0.29970, 0.47481], [0.39535, 0.89345, -0.17360], [1.37849, 1.34576, -0.68200], [-0.86002, 0.92856, -0.87432], [-0.69118, 1.50647, -2.16726], [-0.41033, 0.88116, -3.12855], [-0.87842, 2.80351, -2.22050], [-0.49511, 1.56171, 2.14888], [0.00612, 2.83522, 1.76081], [-0.72169, 3.66286, 1.33888], [1.29441, 3.12693, 1.89802], [-0.90657, 1.58513, 3.48201], [-0.36091, 2.17830, 4.35115], [-2.06504, 0.99739, 3.79076], [-1.11028, -1.08726, 1.81272], [-0.91045, -2.20451, 1.06142], [-1.11253, -1.56388, 3.08402], [-2.46221, -0.51332, 1.34143], [-3.13646, -1.37116, 0.23226], [-4.67591, -0.54762, -0.52002], [-6.15244, -0.53799, 0.66642], [-5.17601, -1.69146, -1.95012], [-4.33240, 1.13712, -1.28429], [-3.84880, 2.25471, -0.59034], [-3.65037, 3.47933, -1.20105], [-3.92071, 3.66158, -2.55477], [-4.38675, 2.56254, -3.26522], [-4.59542, 1.33492, -2.64718], [1.45462, -1.42401, 3.93076], [2.15216, 0.06198, 4.80182], [2.45288, 1.09624, 2.60291], [2.98057, -1.92140, -1.68924], [4.44452, -0.82808, -3.26101], [5.87408, 1.07955, -2.47876], [5.82442, 1.74527, -0.09752], [4.33425, 0.58901, 1.51868], [-1.07035, -0.05029, -1.08507], [-3.15026, -0.55926, 2.19166], [-2.43411, 0.50846, 0.97189], [-3.43671, -2.34110, 0.63673], [-2.46114, -1.52121, -0.61886], [-7.04195, -0.31135, 0.07374], [-6.23438, -1.55091, 1.07233], [-6.00688, 0.20643, 1.45311], [-4.38764, -1.60157, -2.71100], [-5.19738, -2.73599, -1.63013], [-6.10400, -1.37319, -2.43040], [-3.64206, 2.19694, 0.47659], [-3.27574, 4.33985, -0.65436], [-3.78584, 4.61643, -3.04746], [-4.62270, 2.65905, -4.32079], [-4.98604, 0.54968, -3.28623], [6.74771, -1.26925, 4.73221], [5.67328, -0.73500, 5.54963], [5.14119, -1.60033, 6.90463], [3.68006, -1.39594, 6.66150], [5.75730, -0.42173, 7.87335], [7.17094, -0.23477, 7.91381], [5.02925, -2.63166, 8.20843], [4.26911, -2.18425, 9.32734], [6.40594, -1.32619, 3.69941], [7.60574, -0.59812, 4.78441], [7.05799, -2.26335, 5.05139], [7.45096, 0.58280, 7.24687], [7.71248, -1.13889, 7.62134], [7.45555, 0.02750, 8.93090], [3.24292, -1.96717, 9.03614], [4.72475, -1.31049, 9.78943], [4.26830, -2.99800, 10.05160], [-4.32752, -0.72762, -9.30448], [-3.88871, 0.37568, -8.47182], [-3.27626, 0.05919, -6.94352], [-3.94931, 1.12405, -6.16004], [-1.76414, 0.49480, -7.39274], [-1.12662, -0.22620, -8.44419], [-2.76432, -0.98284, -5.78046], [-1.89936, -0.44791, -4.77144], [-5.35628, -0.54589, -9.61165], [-3.69778, -0.77872, -10.19315], [-4.28231, -1.68469, -8.78504], [-1.24056, 0.31936, -9.38271], [-1.53972, -1.23231, -8.56044], [-0.06669, -0.30992, -8.21193], [-2.38243, 0.37418, -4.25169], [-0.95336, -0.12656, -5.19281], [-1.70510, -1.25116, -4.06106]], "forces_ev_per_angstrom": [[-0.19, -0.44, -0.13], [0.42, 0.04, 0.15], [0.52, -1.40, -0.64], [0.75, 0.81, -0.15], [0.96, -0.85, 0.24], [-0.23, -0.08, 0.30], [-0.93, 0.14, -0.45], [-0.18, -0.24, -0.46], [-0.08, 0.07, 0.78], [-0.09, -0.30, -0.64], [0.25, 0.41, 0.25], [-0.04, -0.21, -0.22], [-0.34, 0.34, -0.69], [0.30, 0.34, 0.64], [0.64, -0.35, 0.08], [0.34, -0.19, -0.30], [0.08, -0.02, -0.07], [0.08, 0.09, 0.59], [0.33, -0.68, 0.23], [-1.21, 1.01, 0.07], [-0.13, 0.30, -0.25], [0.27, -0.95, 0.16], [0.09, 1.32, 1.10], [0.37, 0.25, 0.10], [0.08, -0.64, -1.01], [-0.37, -0.51, -1.07], [0.26, 0.06, 0.15], [-0.03, 0.74, 0.23], [-1.05, -0.62, -0.10], [-0.05, 0.84, 0.23], [-0.74, -0.56, -0.48], [0.85, 0.12, -0.35], [0.77, 0.46, 0.05], [0.09, 0.18, -0.19], [-0.08, -0.03, 0.48], [0.08, 0.74, -0.32], [-0.19, -0.81, 0.20], [-0.18, 0.37, -0.37], [0.04, 0.05, -0.12], [-0.81, 0.36, 0.32], [0.85, -0.36, -0.29], [-0.96, 0.80, 0.14], [-0.06, 0.11, 0.17], [0.16, 0.20, 0.00], [0.06, 0.08, 0.23], [-0.05, -0.09, 0.02], [0.03, 0.04, -0.07], [-0.47, 0.04, 0.34], [0.29, 0.29, 0.08], [0.46, 0.04, 0.42], [0.18, -0.05, -0.21], [-0.07, -0.26, 0.13], [0.01, 0.06, 0.20], [-0.14, 0.19, 0.17], [-0.28, -0.18, 0.08], [-0.13, -0.16, 0.01], [-0.27, 0.08, -0.06], [-0.05, -0.24, 0.17], [0.01, -0.05, -0.08], [-0.01, -0.26, 0.24], [0.06, -0.02, 0.10], [0.12, -0.10, 0.09], [0.09, -0.09, 0.18], [-0.03, 0.34, -0.28], [1.92, -3.34, -0.09], [-5.18, 5.72, 3.17], [0.60, -0.74, -0.60], [0.58, -0.21, -0.08], [-0.19, 0.17, -0.14], [2.20, -2.00, -2.18], [-0.23, 0.24, 0.50], [-0.05, -0.03, 0.04], [-0.02, -0.02, 0.05], [0.03, 0.00, -0.07], [0.05, -0.05, -0.03], [0.09, 0.02, 0.08], [-0.03, -0.04, 0.02], [0.07, 0.06, -0.17], [-0.02, 0.03, -0.11], [0.12, -0.12, -0.17], [-0.10, 0.22, -0.29], [-0.32, -3.49, 0.95], [2.49, 5.94, 1.96], [-0.25, -0.78, -0.36], [-0.18, -0.33, -0.04], [-0.08, 0.19, -0.02], [-1.81, -1.94, -2.28], [0.21, 0.06, 0.20], [0.01, 0.02, 0.06], [0.02, 0.01, 0.05], [-0.03, -0.02, -0.04], [-0.03, -0.06, -0.02], [0.10, -0.04, -0.02], [-0.02, -0.01, 0.06], [-0.15, 0.06, -0.25], [-0.10, 0.07, -0.13], [-0.16, -0.14, -0.17]], "smiles": "C=CP(OC(=O)c1ccccc1)(C(=O)NC(=O)F)(N(C(=O)F)C(=O)F)C(F)(F)CC[Si](C)(C)c1ccccc1.COP(=O)(OC)OC.COP(=O)(OC)OC", "orbital_gap_ev": 6.90, "total_charge": 0}



Number 1: M 603.61 g mol⁻¹, strongest force on any atom 0.0654 Eh/bohr. Number 2: M 77.13 g mol⁻¹, strongest force on any atom 0.0760 Eh/bohr. Number 3: M 870.66 g mol⁻¹, strongest force on any atom 0.1622 Eh/bohr.